Entry 1:
A molecular structure, C50H50IrN13O5Sb. Source: the Open Molecules 2025 dataset; level of theory: ωB97M-V/def2-TZVPD.

For the energy above the lowest of the compared OMol25 structures with the same formula, charge and spin, the calculation gives 85.3 kcal/mol. Its max |F| is 2.5 eV Å⁻¹. As for the LUMO energy (alpha / beta): -10.9 / -11.8 eV. Its HOMO energy (alpha / beta) is -15.09 / -15.09 eV. The gap between HOMO and LUMO (alpha / beta) comes out at 4.2245 / 3.2493 eV.

Structure (ORCA input):
```
! wB97M-V def2-TZVPD RIJCOSX def2/J DEFGRID3
* xyz 4 2
Ir 0.20 -0.26 -0.18
O 3.68 2.20 5.65
N 2.58 1.72 5.85
O 2.09 1.41 6.91
C 1.72 1.53 4.66
C 0.41 1.78 4.80
C -0.48 1.64 3.69
C -1.86 1.93 3.78
C -2.65 1.75 2.67
C -2.07 1.25 1.51
N -0.78 0.98 1.40
C 0.02 1.20 2.46
C 1.42 0.99 2.30
N 1.86 0.67 1.07
C 3.15 0.45 0.88
C 4.08 0.51 1.92
C 3.66 0.85 3.18
C 2.29 1.13 3.40
H 0.02 2.07 5.77
H -2.27 2.29 4.71
H -3.71 1.98 2.69
H -2.68 1.06 0.63
H 3.46 0.22 -0.13
H 5.12 0.29 1.72
H 4.37 0.92 3.99
O 1.61 -6.79 -4.35
C 3.00 -4.67 -4.00
C 2.55 -3.54 -3.10
C 2.37 -2.24 -3.56
C 1.94 -1.26 -2.67
N 1.65 -1.52 -1.39
C 1.84 -2.76 -0.92
C 2.31 -3.77 -1.75
C 1.49 -3.00 0.48
C 1.72 -4.22 1.10
C 1.31 -4.44 2.41
C 1.52 -5.79 3.02
O 1.49 -6.75 1.98
C 0.71 -3.38 3.08
C 0.50 -2.19 2.40
N 0.86 -2.01 1.13
H 2.26 -7.38 -4.79
H 3.72 -4.29 -4.72
H 3.52 -5.41 -3.39
H 2.58 -1.97 -4.59
H 1.82 -0.24 -2.99
H 2.47 -4.76 -1.35
H 2.21 -5.03 0.59
H 0.75 -5.98 3.77
H 2.49 -5.79 3.52
H 1.69 -7.62 2.35
H 0.38 -3.48 4.10
H 0.00 -1.37 2.88
C -1.49 -5.31 -1.50
N -1.58 -3.94 -0.98
C -1.12 -2.78 -1.44
N -1.41 -1.80 -0.58
C -2.10 -2.45 0.41
N -2.20 -3.73 0.20
C -0.36 -5.52 -2.48
C 0.62 -6.51 -2.15
C 1.53 -7.09 -2.95
C 1.84 -5.35 -4.78
C 0.54 -4.64 -4.66
C -0.39 -4.77 -3.64
C 0.30 -3.72 -5.70
N 0.88 -3.65 -6.88
N 0.35 -2.62 -7.54
C -0.52 -2.05 -6.73
O -0.60 -2.72 -5.56
C -1.30 -0.85 -6.90
C -1.67 -0.38 -8.16
C -2.47 0.74 -8.25
C -2.85 1.43 -7.10
C -2.46 0.98 -5.84
C -2.87 1.71 -4.57
N -1.84 1.62 -3.54
C -1.74 0.73 -2.56
N -0.60 0.93 -1.91
C -0.03 1.99 -2.56
N -0.76 2.42 -3.55
C -1.71 -0.18 -5.75
H -2.44 -5.55 -1.99
H -1.40 -5.95 -0.63
H -0.61 -2.64 -2.38
H -2.54 -1.95 1.26
H 0.61 -6.90 -1.14
H 2.22 -7.85 -2.63
H 2.09 -5.42 -5.84
H -1.29 -4.17 -3.79
H -1.35 -0.92 -9.05
H -2.79 1.09 -9.22
H -3.46 2.32 -7.19
H -3.79 1.28 -4.18
H -3.04 2.77 -4.79
H -2.48 -0.02 -2.33
H 0.92 2.42 -2.29
H -1.41 -0.57 -4.78
C 2.09 5.61 -2.82
C 3.04 5.61 -1.64
Sb 2.39 4.18 -0.09
C 3.49 4.54 1.79
C 3.94 5.98 1.93
C 0.37 4.88 0.43
C 0.36 6.36 0.79
H 2.38 6.41 -3.51
H 1.05 5.79 -2.53
H 2.14 4.67 -3.38
H 3.07 6.57 -1.13
H 4.05 5.31 -1.93
H 4.34 3.85 1.79
H 2.78 4.24 2.57
H 4.71 6.24 1.20
H 4.39 6.10 2.92
H 3.12 6.69 1.86
H 0.04 4.26 1.26
H -0.25 4.68 -0.44
H 0.93 6.57 1.70
H -0.67 6.68 0.99
H 0.73 6.99 -0.02
*
```

Entry 2:
A molecular structure, C15H24F2O11S. Source: the Open Molecules 2025 dataset; level of theory: ωB97M-V/def2-TZVPD.

Its max |F| is 1.5 eV Å⁻¹. As for the LUMO energy: 0.6 eV. Its HOMO energy is -10.37 eV. The gap between HOMO and LUMO comes out at 10.9472 eV.

Structure (ORCA input):
```
! wB97M-V def2-TZVPD RIJCOSX def2/J DEFGRID3
* xyz 0 1
C 1.70 -2.02 -0.43
C 1.82 -0.57 0.02
O 1.30 0.26 -1.04
C 1.51 1.63 -0.93
C 0.32 2.46 -1.44
C -0.94 1.66 -1.76
C -1.91 1.47 -0.59
C -2.75 0.22 -0.87
C -1.23 1.25 0.74
C 2.77 1.92 -1.74
O 3.41 3.06 -1.12
S 3.31 2.74 0.44
O 3.26 3.89 1.24
O 4.30 1.79 0.73
O 1.86 2.11 0.38
H 2.69 -2.43 -0.59
H 1.20 -2.61 0.32
H 1.16 -2.07 -1.36
H 2.86 -0.34 0.17
H 1.27 -0.41 0.94
H 0.14 3.29 -0.77
H 0.65 2.91 -2.37
H -1.47 2.21 -2.53
H -0.67 0.71 -2.19
H -2.60 2.30 -0.53
H -3.48 0.40 -1.66
H -3.27 -0.10 0.03
H -2.10 -0.59 -1.18
H -1.98 1.20 1.53
H -0.56 2.05 1.03
H -0.69 0.31 0.79
H 2.62 2.15 -2.78
H 3.48 1.10 -1.69
C -5.29 4.01 1.84
C -5.55 2.60 1.34
O -4.49 1.87 1.92
C -4.15 2.51 3.08
O -3.48 2.05 3.94
O -4.68 3.76 3.11
F -5.45 2.52 -0.01
H -4.59 4.54 1.19
H -6.20 4.59 1.95
H -6.50 2.18 1.65
C 3.73 -6.99 0.36
C 3.86 -5.98 -0.76
O 2.52 -5.54 -0.91
C 1.90 -5.68 0.30
O 0.87 -5.17 0.59
O 2.64 -6.46 1.12
F 4.27 -6.55 -1.91
H 3.47 -7.98 -0.02
H 4.63 -7.07 0.98
H 4.50 -5.13 -0.53
*
```

Entry 3:
2 unconnected molecules or ions with the total composition C2HIN2S. Source: the Open Molecules 2025 dataset; level of theory: ωB97M-V/def2-TZVPD.

For the energy above the lowest of the compared OMol25 structures with the same formula, charge and spin, the calculation gives 1.9 kcal/mol. Its max |F| is 3.3 eV Å⁻¹. As for the LUMO energy (alpha / beta): -0.9 / -0.9 eV. Its HOMO energy (alpha / beta) is -8.55 / -8.55 eV. The gap between HOMO and LUMO (alpha / beta) comes out at 7.6217 / 7.6211 eV. As for the SMILES: [S-][N+]#CI.C#N.

Structure (ORCA input):
```
! wB97M-V def2-TZVPD RIJCOSX def2/J DEFGRID3
* xyz 0 1
S 1.95 -0.30 -1.79
N 0.56 -0.62 -1.20
C -0.46 -0.64 -0.62
I -2.31 -1.33 -0.35
C 0.09 0.97 1.40
N 0.45 1.86 0.78
H -0.28 0.05 1.78
*
```

Entry 4:
A single C5H6Br2 molecule. Source: the Open Molecules 2025 dataset; level of theory: ωB97M-V/def2-TZVPD.

For the energy above the lowest of the compared OMol25 structures with the same formula, charge and spin, the calculation gives 79.7 kcal/mol. Its max |F| is 4.6 eV Å⁻¹. As for the LUMO energy (alpha / beta): -0.1 / -0.6 eV. Its HOMO energy (alpha / beta) is -8.06 / -8.21 eV. The gap between HOMO and LUMO (alpha / beta) comes out at 8.0034 / 7.5981 eV.

Structure (ORCA input):
```
! wB97M-V def2-TZVPD RIJCOSX def2/J DEFGRID3
* xyz 0 1
C -0.52 0.28 0.18
C -1.36 -0.60 -0.37
C 0.89 -0.07 0.56
C -0.79 1.70 0.38
C 1.51 0.96 -0.44
Br -2.48 2.39 -0.02
Br 3.09 1.88 -0.06
H -2.34 -0.32 -0.86
H -1.31 -1.63 -0.53
H 1.20 0.16 1.58
H 1.14 -1.03 0.38
H -0.44 2.46 1.07
H 1.28 0.65 -1.40
*
```